Computed, not measured: a molecular structure, C7H9IN5O2 at a distorted geometry, with wB97M-V/def2-TZVPD.

The geometry in XYZ format:
```
24
Properties=species:S:1:pos:R:3:forces:R:3:mulliken_charge:R:1
I 5.2109 -0.4199 0.0521 0.443 -0.576 -0.026 -0.78
O 0.0160 -2.5615 0.6375 0.150 -1.714 0.553 -0.97
O -2.3739 -3.2488 -0.4852 -0.084 -1.330 -0.189 -0.58
N -0.8751 -0.4739 0.4384 1.721 -1.071 -1.245 -0.01
N 3.1274 2.0823 0.0975 -1.420 -0.756 0.334 -0.12
N 0.2631 -1.3432 0.5389 -0.530 0.963 -1.201 0.72
N -0.9997 1.8170 -0.1071 -2.252 0.507 -0.041 -0.69
N 1.0002 3.0799 -0.0024 1.692 -1.025 0.023 -0.73
C -2.2622 -0.9601 0.1958 1.247 -2.063 2.992 -1.17
C 1.7783 1.9535 0.1123 -0.669 -0.074 -0.355 0.28
C 1.0821 0.6670 0.1653 -0.769 2.194 0.122 0.55
C -0.2878 2.9099 -0.1951 1.978 -2.684 1.145 -0.29
C -0.3414 0.7341 0.1875 1.981 0.392 -0.651 0.73
C -2.7279 -1.9531 -0.8799 3.136 0.071 0.689 -0.36
C 1.3976 -0.6800 0.3133 0.596 -0.875 0.547 -0.36
H -2.2532 -1.6094 -1.8181 -0.081 -0.445 -0.029 0.20
H -2.4686 -1.3144 1.2334 -0.528 -0.570 -0.907 0.39
H -0.7745 3.7425 -0.4145 -2.360 3.685 -0.956 0.56
H -2.7456 -0.0803 0.1946 -1.993 3.275 -0.578 0.76
H 3.6352 1.1421 0.0390 0.226 1.704 0.443 -0.18
H -1.5766 -3.3136 0.0819 -0.067 0.836 -0.598 0.43
H 3.5223 2.9822 0.4119 -0.221 -1.101 -0.581 0.24
H 2.4242 -1.0935 0.2441 -1.032 -0.275 0.356 0.06
H -3.7709 -2.0586 -1.0412 -1.166 0.932 0.152 0.32
```
Forces are in eV/Å.

## Properties
* charge: -1
* highest occupied orbital energy: -4.526 eV
* gap between HOMO and LUMO: 7.560 eV
* total energy: -27051.2300 eV
* ΔE to the lowest compared entry with this formula, charge and spin: 0.0 kcal per mole
* E_LUMO: 3.0338 eV